# 1
8
Properties=species:S:1:pos:R:3:nbo_charge:R:1 method="wB97M-V/def2-TZVPD" mol_weight_g_mol=101.05 max_force_ha_per_bohr=0.117 relative_energy_kcal_mol=115.9 gap_ev=7.78 charge=-1
C -0.09238 0.04061 -0.13376 0.386
N 1.48736 1.06445 -1.28191 -0.136
N 0.64806 1.43774 -0.46681 -0.309
N 0.55630 -0.83023 -0.86554 -0.318
N 1.52011 -0.24098 -1.55248 -0.218
O -0.98935 -0.58724 1.92015 -0.541
O -1.23628 0.02099 0.45882 -0.304
H -1.89381 -0.90534 1.92154 0.439

# 2
112
Properties=species:S:1:pos:R:3:mulliken_charge:R:1 method="wB97M-V/def2-TZVPD" mol_weight_g_mol=777.24 smiles="[H]/N=C/Cc1c(C[C@H](C)Cl)c(CON=O)c(OCCOCC)c2nc(CP(=O)(O)O)cnc12.CO.CO.CO.CO.CO.CO.CO.CO.CO" max_force_ha_per_bohr=0.122 relative_energy_kcal_mol=218.2 gap_ev=7.27 charge=0
H -0.72090 0.21368 3.71056 0.197
N -1.10752 -0.22118 2.84869 -0.489
C -1.05809 -1.56524 2.93958 -0.091
C -1.63157 -2.37366 1.66766 -1.038
C -0.57948 -2.26644 0.43318 -0.406
C 0.44305 -3.42435 0.18825 0.526
C 0.47636 -4.72531 1.11572 -0.920
C 1.90464 -5.04664 1.78493 0.521
C 2.49582 -6.48412 1.27686 -1.054
Cl 1.60974 -5.28950 3.61835 -0.234
C 1.40586 -3.22135 -1.06766 0.760
C 2.48680 -4.31786 -1.49992 -1.017
O 3.86545 -4.00288 -1.14554 -0.194
N 3.95162 -3.08257 -0.14969 0.381
O 4.88695 -3.38552 0.53492 -0.487
C 1.32476 -1.94126 -1.96971 0.024
O 2.19901 -1.79343 -3.11241 -0.558
C 3.51030 -1.31579 -2.70414 -0.149
C 4.07179 -0.08905 -3.57675 -0.642
O 5.53830 -0.14806 -3.55385 -0.331
C 6.07007 0.50896 -2.37996 -0.261
C 6.75749 -0.52366 -1.31961 -0.800
C 0.27015 -0.77868 -1.70086 0.941
N 0.28339 0.31449 -2.63584 -0.418
C -0.74833 1.22267 -2.25817 0.596
C -0.92586 2.52835 -3.20892 -0.367
P -1.98183 2.16998 -4.74331 1.044
O -1.15658 2.33176 -6.04847 -0.698
O -2.47156 0.52051 -4.69354 -0.499
O -3.32953 3.24292 -4.91278 -0.525
C -1.70868 1.12365 -1.03799 -0.748
N -1.66578 -0.00113 -0.12703 0.017
C -0.67052 -0.97502 -0.48658 -0.250
H -0.66215 -2.05818 3.89110 0.367
H -1.93918 -3.44844 1.89657 0.517
H -2.60585 -1.82188 1.36749 0.258
H 0.13740 -5.61063 0.44634 0.331
H -0.29005 -4.69219 1.97422 0.318
H 2.67162 -4.20615 1.71665 0.166
H 1.58549 -7.11826 0.95259 0.300
H 3.23731 -6.35469 0.40753 0.181
H 2.97362 -7.05989 2.14968 0.379
H 2.44906 -4.36827 -2.65722 0.366
H 2.14281 -5.36081 -1.14557 0.398
H 4.25713 -2.19454 -2.83216 0.234
H 3.50364 -0.98258 -1.60169 0.313
H 3.71713 0.93885 -3.21405 0.204
H 3.78432 -0.26753 -4.68260 0.258
H 5.31899 1.14947 -1.80240 0.247
H 6.92672 1.22631 -2.68946 0.410
H 6.13665 -0.62612 -0.35031 0.207
H 7.79341 -0.14187 -0.97262 0.237
H 6.85651 -1.57376 -1.76658 0.228
H 0.08188 2.99979 -3.46909 0.018
H -1.49967 3.31197 -2.57144 0.342
H -3.43758 0.46021 -4.49828 0.296
H -4.16578 2.73587 -5.08043 0.294
H -2.49983 1.93532 -0.84095 0.332
C -0.25522 0.49033 6.86691 -0.585
O 0.53887 -0.10079 5.84618 -0.487
H -1.21964 0.77202 6.44400 0.248
H -0.41086 -0.22847 7.67480 0.295
H 0.24466 1.38187 7.25202 0.280
H 1.38389 -0.33899 6.24855 0.261
C 8.00849 -1.78005 -5.89285 -0.502
O 8.11272 -0.45790 -5.39185 -0.535
H 8.97234 -2.07598 -6.30880 0.248
H 7.74052 -2.46185 -5.08130 0.209
H 7.24912 -1.81802 -6.67832 0.233
H 7.24734 -0.22170 -5.03019 0.324
C -5.33802 1.39288 1.66698 -0.432
O -4.52819 0.79991 0.66110 -0.496
H -6.29782 1.66798 1.23096 0.101
H -5.50074 0.67699 2.47675 0.240
H -4.84580 2.28946 2.05368 0.279
H -3.68173 0.56283 1.06873 0.283
C 3.30250 4.41254 -4.05178 -0.600
O 3.05938 3.04821 -4.36031 -0.410
H 4.06281 4.46701 -3.27194 0.220
H 3.66098 4.93372 -4.94285 0.277
H 2.38172 4.87907 -3.69194 0.261
H 2.38402 3.02787 -5.05194 0.274
C 9.21386 -0.55397 1.84108 -0.584
O 7.81536 -0.43182 2.04970 -0.470
H 9.64645 0.44392 1.76261 0.221
H 9.66816 -1.07937 2.68501 0.286
H 9.40184 -1.10325 0.91483 0.260
H 7.45819 -1.32726 2.11537 0.282
C -9.68804 2.36447 1.26764 -0.415
O -8.60337 1.45186 1.34262 -0.464
H -9.44221 3.25348 1.84983 0.256
H -9.85703 2.64943 0.22600 0.256
H -10.58658 1.89978 1.67852 0.087
H -8.84751 0.67642 0.81979 0.271
C -1.91623 3.20253 9.59636 -0.514
O -2.02742 1.97603 8.88971 -0.456
H -0.89161 3.56572 9.51181 0.202
H -2.59766 3.93983 9.16465 0.263
H -2.15750 3.04378 10.65039 0.242
H -2.94149 1.67697 8.98010 0.275
C -12.57844 -0.43751 2.19911 -0.565
O -12.04213 -0.00270 0.95798 -0.491
H -11.76327 -0.79531 2.82867 0.217
H -13.07984 0.39657 2.69655 0.271
H -13.28771 -1.25128 2.02919 0.284
H -12.78259 0.30822 0.42115 0.285
C -4.28843 6.44090 -2.70139 -0.585
O -3.21440 5.51616 -2.62929 -0.430
H -4.02735 7.32942 -2.12586 0.212
H -4.46233 6.72298 -3.74288 0.249
H -5.19140 5.99051 -2.28121 0.262
H -3.46959 4.73829 -3.14787 0.279

# 3
30
Properties=species:S:1:pos:R:3:nbo_charge:R:1 method="wB97M-V/def2-TZVPD" mol_weight_g_mol=339.36 smiles="O=C(c1ccc(-c2ncc(-c3ccccc3)s2)s1)C(F)(F)F" max_force_ha_per_bohr=0.075 gap_ev=7.64 charge=0
O -0.90922 -1.26142 -5.82778 -0.458
C -1.72929 -1.49324 -4.97766 0.468
C -1.18297 -1.92063 -3.65617 -0.359
C -1.69357 -2.83628 -2.75855 -0.182
C -1.28623 -2.57563 -1.37848 -0.200
C -0.36569 -1.49959 -1.43108 -0.270
C 0.15624 -0.85502 -0.22527 0.070
N -0.01787 -1.46943 0.91215 -0.416
C 0.39805 -0.64679 2.03252 -0.049
C 0.88437 0.54115 1.69849 -0.211
C 1.40158 1.46401 2.65324 -0.053
C 0.86402 1.70417 3.97492 -0.195
C 1.41398 2.68789 4.76316 -0.204
C 2.54184 3.34790 4.32049 -0.195
C 3.11310 3.06791 3.11227 -0.205
C 2.62344 2.12592 2.23168 -0.193
S 0.80741 0.82284 -0.05155 0.355
S -0.02714 -0.86623 -2.98680 0.548
C -3.26393 -1.46809 -5.24846 0.911
F -3.57048 -2.76247 -5.53941 -0.304
F -4.10787 -0.92606 -4.21474 -0.340
F -3.73078 -0.65692 -6.24691 -0.305
H -2.40193 -3.63836 -2.96448 0.237
H -1.59943 -3.08635 -0.48738 0.257
H 0.29150 -1.06364 3.02315 0.220
H 0.09854 1.08159 4.36930 0.215
H 1.13394 2.69054 5.80233 0.217
H 3.01550 4.03384 4.97355 0.211
H 3.96381 3.52669 2.79541 0.205
H 3.17903 1.93169 1.33209 0.224

# 4
80
Properties=species:S:1:pos:R:3:mulliken_charge:R:1 method="wB97M-V/def2-TZVPD" mol_weight_g_mol=565.74 max_force_ha_per_bohr=0.035 relative_energy_kcal_mol=24.1 gap_ev=4.48 charge=+1
C 0.53386 -0.65463 4.22467 0.560
C -0.88691 -0.74426 4.38661 0.901
C -1.74390 0.30088 3.97287 -0.012
C -3.07116 0.33755 4.39220 -1.213
C -3.58928 -0.70024 5.17931 -0.346
C -2.77754 -1.78301 5.53914 -0.933
C -1.45403 -1.81832 5.12265 -0.610
C 1.42281 -1.78396 4.30739 0.321
C 2.73960 -1.30168 4.62963 0.045
C 3.75881 -2.18857 4.95427 -0.418
C 3.50991 -3.56309 4.85688 -0.646
C 2.24383 -4.03694 4.47362 -1.053
C 1.18974 -3.15328 4.23044 -0.237
C 2.67271 0.15641 4.68919 0.098
C 1.31293 0.54908 4.41085 0.835
C 0.95352 1.88654 4.55061 -0.247
C 1.94288 2.82801 4.86613 -0.997
C 3.25641 2.43330 5.16199 -0.690
C 3.62231 1.08162 5.10402 -0.583
H -1.34749 1.07319 3.31574 0.608
H -3.70568 1.18112 4.10648 0.414
H -4.61911 -0.66221 5.53004 0.413
H -3.15558 -2.59957 6.15644 0.431
H -0.82499 -2.64704 5.43102 0.591
H 4.71139 -1.78849 5.30873 0.449
H 4.29401 -4.27672 5.10862 0.438
H 2.07758 -5.10820 4.36409 0.436
H 0.20663 -3.52565 3.95142 0.660
H -0.07565 2.19515 4.40199 0.417
H 1.68471 3.88854 4.88494 0.419
H 3.98769 3.17852 5.47110 0.426
H 4.60942 0.72780 5.39955 0.458
H -2.64960 -0.57210 -3.37441 0.821
C -1.78356 0.02545 -3.72772 -0.332
C -0.50063 -0.69261 -3.25860 -0.391
O -0.58020 -1.97508 -3.84087 -0.620
C -0.26903 -0.75625 -1.74717 1.010
C -1.29953 -0.92400 -0.85096 -0.743
C -1.00646 -0.99798 0.52822 -0.654
N 0.22257 -0.87148 1.04643 -0.115
C 1.25407 -0.76684 0.17531 -1.032
C 1.06850 -0.70554 -1.26430 0.873
C 2.21996 -0.58301 -2.08064 -0.185
C 3.50815 -0.47478 -1.51141 0.392
O 4.64188 -0.26082 -2.22067 -0.493
C 4.59780 -0.09668 -3.66245 -0.778
C 3.66852 -0.59561 -0.10350 -1.144
C 2.56970 -0.74099 0.69692 0.201
C -1.90542 0.17603 -5.25831 -1.324
C -2.25172 1.64522 -5.60051 -0.061
C -1.04952 2.50523 -5.16554 -1.125
C -0.81295 2.30269 -3.67984 -0.529
N -1.81884 1.32552 -3.04190 0.004
C -3.15189 1.92488 -3.22400 -1.260
C -3.47551 2.10795 -4.72169 0.472
C -4.74206 1.41552 -5.16450 -0.502
C -5.06836 1.42938 -6.46753 -0.812
H 0.31974 -0.11740 -3.73058 0.096
H 0.23779 -2.47095 -3.67794 0.414
H -2.33377 -0.98300 -1.17904 0.380
H -1.81235 -1.16317 1.23994 0.522
H 2.12023 -0.56232 -3.16869 0.507
H 5.64765 0.05157 -3.92045 0.256
H 4.20960 -1.00230 -4.15844 0.304
H 4.00860 0.79125 -3.94869 0.325
H 4.68514 -0.56108 0.28000 0.469
H 2.70847 -0.83846 1.77248 0.271
H -0.95842 -0.09796 -5.74734 0.474
H -2.69089 -0.51471 -5.59810 0.261
H -2.47893 1.76837 -6.66271 0.605
H -0.15593 2.22258 -5.73302 0.416
H -1.25360 3.56536 -5.35554 0.388
H 0.21063 1.95749 -3.47800 0.083
H -0.96345 3.25471 -3.14959 0.501
H -3.90478 1.31463 -2.70943 0.480
H -3.11442 2.91845 -2.75519 0.242
H -3.56874 3.19964 -4.88802 0.600
H -5.37213 1.00375 -4.36339 0.282
H -6.00225 1.01483 -6.84560 0.304
H -4.40356 1.92274 -7.18566 0.214

# 5
15
Properties=species:S:1:pos:R:3:nbo_charge:R:1 method="wB97M-V/def2-TZVPD" mol_weight_g_mol=121.57 smiles="C/C=N/O.C=CCl" max_force_ha_per_bohr=0.073 relative_energy_kcal_mol=87.7 gap_ev=10.12 charge=0
C 0.05164 1.76625 0.29189 -0.629
C -0.60569 0.34760 0.59773 0.007
N -0.27214 -0.08231 1.76385 -0.126
O -0.88419 -1.13530 2.38813 -0.535
H -0.70313 2.53980 0.50713 0.220
H 0.39639 1.91973 -0.72722 0.207
H 0.88264 1.84304 0.95282 0.234
H -1.52740 0.00252 0.19860 0.171
H -1.69724 -1.35119 1.97705 0.442
C 1.08720 -0.49444 -1.65957 -0.399
C 0.47209 -1.39007 -0.90236 -0.249
Cl -1.08177 -1.97810 -1.28134 0.000
H 0.63690 0.28708 -2.33854 0.210
H 2.14464 -0.19051 -1.43855 0.215
H 1.10008 -2.08410 -0.32961 0.232

# 6
10
Properties=species:S:1:pos:R:3:nbo_charge:R:1 method="wB97M-V/def2-TZVPD" mol_weight_g_mol=138.58 max_force_ha_per_bohr=0.076 relative_energy_kcal_mol=67.1 gap_ev="7.04 / 8.39" charge=0
C -0.64181 0.05548 -0.02526 -0.703
C 0.28350 -0.13633 -1.03522 -0.167
C 1.00966 0.81337 -1.78672 0.506
O -2.53123 -0.93115 1.54824 -0.814
O 1.56000 0.69268 -2.82907 -0.453
S -1.46571 -1.41013 0.73883 1.026
Cl 0.99715 2.54176 -1.04869 -0.182
H -0.11814 0.02751 0.92220 0.285
H -1.16914 0.96955 0.04077 0.283
H 0.35143 -1.17561 -1.34718 0.219